(1)
DFT (ωB97M-V/def2-TZVPD) results for a single C23H18FN5O2S molecule.

```
50
Properties=species:S:1:pos:R:3:forces:R:3
O -1.1664 -2.2283 -1.5501 -0.07 0.12 -0.42
C -0.7432 -2.3041 -0.4169 -0.20 -0.11 0.65
N 0.3186 -3.0495 -0.0519 0.26 -0.48 0.16
C 1.2888 -3.4979 -1.0403 -0.08 0.08 -0.09
C 2.3186 -2.4081 -1.2037 -0.01 -0.09 -0.09
C 2.1638 -1.4405 -2.1882 0.02 -0.10 -0.03
C 3.0301 -0.3621 -2.2546 0.03 0.08 -0.02
C 4.0626 -0.2447 -1.3400 0.06 0.08 -0.04
C 4.2309 -1.2132 -0.3643 0.06 -0.04 0.03
C 3.3592 -2.2852 -0.2915 0.03 0.00 -0.09
C -1.3114 -1.4910 0.7708 -0.02 -0.35 -0.03
C -2.7743 -1.1751 0.6806 -0.16 -0.15 0.01
C -3.3874 -0.7305 -0.4871 -0.22 -0.10 0.00
C -4.7446 -0.4542 -0.4655 0.12 -0.02 0.06
C -5.4371 -0.6184 0.7237 -0.07 0.07 -0.23
N -4.8657 -1.0436 1.8377 -0.38 -0.03 0.46
C -3.5758 -1.3176 1.8109 0.43 -0.01 -0.21
N -0.4749 -0.2766 0.8139 -0.11 -0.01 0.12
C 0.7127 -0.3585 1.4468 -0.11 -0.11 0.11
O 1.0699 -1.3687 2.0459 0.19 0.07 0.20
C 1.6067 0.8148 1.3909 1.55 -0.27 0.67
C 2.9032 0.7755 1.8700 -0.18 0.34 -0.13
S 3.6272 2.2780 1.5763 -0.34 -0.98 0.28
N 2.2300 2.8524 0.8755 0.54 1.58 -0.39
N 1.3047 2.0122 0.8528 -0.88 0.07 -0.19
C -0.8897 0.8339 0.0308 -0.33 0.41 -0.44
C -1.8154 1.7281 0.5528 0.24 -0.10 -0.19
C -2.2626 2.7848 -0.2170 0.02 0.10 -0.13
C -1.7751 2.9233 -1.5039 0.07 -0.13 0.10
F -2.2143 3.9471 -2.2604 0.02 -0.03 0.03
C -0.8553 2.0404 -2.0410 -0.11 0.15 -0.02
C -0.4137 0.9862 -1.2651 -0.30 -0.09 0.23
H 0.6920 -2.9037 0.8814 -0.22 0.13 -0.12
H 0.7517 -3.6763 -1.9735 0.12 -0.07 0.10
H 1.7407 -4.4271 -0.6871 -0.03 0.04 -0.10
H 1.3583 -1.5380 -2.9022 -0.11 -0.01 -0.06
H 2.8985 0.3896 -3.0190 -0.01 0.06 -0.08
H 4.7366 0.5980 -1.3904 0.06 0.06 -0.01
H 5.0450 -1.1326 0.3416 0.08 0.01 0.06
H 3.4842 -3.0313 0.4799 0.02 -0.10 0.10
H -1.1140 -2.0329 1.7034 -0.06 0.10 -0.21
H -2.8195 -0.6243 -1.3968 0.04 0.03 -0.02
H -5.2503 -0.1139 -1.3553 -0.06 0.04 -0.07
H -6.4954 -0.4048 0.7949 -0.10 0.04 -0.09
H -3.1558 -1.6676 2.7465 0.16 -0.06 0.05
H 3.3971 -0.0427 2.3495 0.04 -0.27 0.10
H -2.1788 1.5966 1.5604 -0.04 -0.03 0.10
H -2.9783 3.4941 0.1666 -0.08 0.09 0.01
H -0.5004 2.1815 -3.0493 0.03 0.05 -0.11
H 0.3010 0.2800 -1.6572 0.04 -0.06 -0.01
```
Forces are in eV/Å.

The value obtained for the LUMO energy is -0.100 eV. The energy relative to the best compared isomer or geometry (same formula, charge and spin) comes out at 0.0 kcal per mole. The calculated total energy is -1809.5906 hartree. As for the structure (SMILES): O=C(NCc1ccccc1)[C@H](c1cccnc1)N(C(=O)c1csnn1)c1ccc(F)cc1. Its net charge is 0. Its spin multiplicity is 1.


(2)
DFT (ωB97M-V/def2-TZVPD) results for a molecular structure, C23H18NO3PdS.

```
47
Properties=species:S:1:pos:R:3:forces:R:3
Pd 0.9170 -0.8558 -0.1277 0.05 0.30 -0.32
C -2.6364 -2.0391 -0.7993 -0.01 0.03 -0.02
C -1.7608 -3.2595 -0.8215 0.19 0.05 0.05
C -2.2245 -4.4979 -1.3246 0.03 -0.13 -0.03
C -1.3867 -5.5746 -1.2976 -0.04 0.09 0.01
C -0.0758 -5.4447 -0.7820 -0.02 0.04 0.01
C 0.8233 -6.5313 -0.7193 0.10 -0.04 0.02
C 2.0747 -6.3266 -0.2024 -0.10 -0.08 -0.05
C 2.4751 -5.0597 0.2456 -0.04 0.06 -0.01
C 1.6376 -3.9584 0.2017 0.08 0.09 0.03
S 2.2299 -2.4296 0.8124 0.13 -0.32 0.30
C 0.3116 -4.1634 -0.3175 -0.04 -0.09 -0.02
N -0.5515 -3.1223 -0.3437 -0.11 0.04 -0.02
H -3.4523 -2.1197 -1.5189 -0.01 0.01 0.00
H -2.0373 -1.1538 -1.0183 -0.02 -0.02 0.00
H -3.0655 -1.8991 0.1958 0.00 -0.01 0.00
H -3.2298 -4.5719 -1.7206 0.00 -0.03 -0.01
H -1.7040 -6.5425 -1.6709 -0.03 0.00 -0.01
H 0.5068 -7.5025 -1.0817 0.02 -0.02 0.01
H 2.7838 -7.1443 -0.1419 -0.03 -0.03 -0.02
H 3.4797 -4.9342 0.6298 0.00 0.06 0.01
C -0.8427 0.7947 3.9631 0.00 -0.01 0.00
C -0.9776 -0.5514 3.6457 -0.01 0.03 0.04
C -0.3969 -1.0647 2.4941 0.07 -0.07 -0.10
C 0.3229 -0.2493 1.6149 -0.16 0.10 0.33
C 0.4555 1.0996 1.9561 0.07 0.00 -0.12
C -0.1184 1.6170 3.1112 -0.01 -0.01 0.03
H -1.2936 1.1956 4.8635 0.00 0.00 0.00
H -1.5358 -1.2103 4.3027 0.00 0.01 0.00
H -0.4990 -2.1188 2.2636 -0.01 0.02 0.00
H 1.0071 1.7627 1.2977 -0.02 -0.01 0.00
H 0.0000 2.6701 3.3428 0.00 0.00 0.01
O -0.0714 -1.7187 -4.7305 -0.01 -0.04 -0.04
C 0.1095 -0.3938 -4.9763 0.04 0.02 -0.04
C -0.0380 0.1272 -6.2597 0.00 -0.05 0.02
C 0.1212 1.4833 -6.4897 0.00 0.03 0.01
C 0.4126 2.3372 -5.4362 0.01 0.04 -0.04
C 0.5451 1.8157 -4.1589 -0.02 -0.07 0.02
C 0.4156 0.4543 -3.9110 -0.04 0.00 0.02
C 0.6068 -0.0505 -2.5070 -0.08 0.13 0.17
O 1.2405 -1.1099 -2.3045 -0.01 0.03 -0.21
O 0.1328 0.6543 -1.5623 0.04 -0.20 -0.08
H -0.2513 -2.1697 -5.5620 -0.01 0.03 0.03
H -0.2858 -0.5425 -7.0774 0.00 0.00 -0.01
H 0.0073 1.8708 -7.4947 0.00 0.00 0.00
H 0.5309 3.3993 -5.6066 0.00 0.00 -0.01
H 0.7512 2.4594 -3.3140 0.00 0.00 0.01
```
Forces are in eV/Å.

The value obtained for the LUMO energy is 2.689 eV. The calculated total energy is -1693.9197 hartree. Its net charge is -1. Its spin multiplicity is 1.


(3)
DFT (ωB97M-V/def2-TZVPD) results for a gas-phase ion, C23H19F3NO (charge +1).

```
47
Properties=species:S:1:pos:R:3:forces:R:3
C -4.5122 -0.7922 -1.4636 0.36 0.20 -0.29
O -3.8001 0.0007 -2.4415 0.63 0.00 0.36
C -2.6054 0.5519 -2.1037 -0.14 0.01 0.69
C -2.0999 1.5170 -3.0128 -0.05 -0.39 0.41
C -1.0125 2.2982 -2.6618 0.13 -0.31 0.13
C -0.3923 2.0260 -1.4478 -0.92 -0.59 -0.36
C -0.7930 1.0139 -0.5806 -0.21 0.28 0.05
C -1.9366 0.2817 -0.8712 -0.33 0.06 -0.49
C 0.0321 1.1294 0.7070 -1.32 0.67 -0.94
C 0.8722 -0.0675 1.0891 1.58 -1.17 0.53
C 2.0127 -0.3789 0.0836 -0.46 0.00 0.19
C 3.1679 0.3982 0.2063 0.08 0.22 -0.23
C 4.2560 0.2334 -0.6505 -0.39 -0.13 0.07
C 4.2546 -0.8111 -1.5778 0.04 0.12 0.24
C 3.1309 -1.6135 -1.6459 -0.39 -0.78 -0.22
F 3.1557 -2.7233 -2.4614 -0.15 1.30 0.66
C 1.9696 -1.3785 -0.8934 0.51 0.19 -0.40
C 0.0330 -1.2527 1.6152 0.00 -0.05 0.32
C 0.0459 -2.5701 1.1337 -0.13 0.23 -0.15
C -0.8625 -3.4860 1.6590 -0.11 -0.70 0.06
F -0.9106 -4.7460 1.1009 0.10 1.45 0.71
C -1.6977 -3.2007 2.7378 0.60 0.35 -0.29
C -1.5667 -1.9258 3.2916 -0.40 -0.23 0.63
F -2.2775 -1.6339 4.4303 0.68 -0.24 -1.19
C -0.7276 -0.9628 2.7589 -0.23 0.01 -0.17
C 0.8079 2.4057 0.4393 -0.52 0.70 -1.35
C 1.5578 3.2845 1.3607 0.24 0.10 0.35
N 0.5203 2.8353 -0.7739 0.88 -0.22 1.27
H -5.3707 -1.1820 -2.0137 0.16 0.03 0.25
H -3.8837 -1.6152 -1.0939 -0.24 0.16 -0.15
H -4.8406 -0.1570 -0.6278 0.09 -0.18 -0.23
H -2.6283 1.6488 -3.9517 0.07 0.09 0.17
H -0.6438 3.1037 -3.2850 -0.16 -0.05 -0.13
H -2.3601 -0.3936 -0.1240 0.21 0.12 -0.39
H -0.6595 1.3420 1.5493 0.32 0.07 -0.32
H 1.4004 0.2861 1.9905 0.08 -0.20 -0.16
H 3.1948 1.1746 0.9746 0.16 -0.33 -0.18
H 5.0991 0.9157 -0.5786 -0.04 -0.27 0.00
H 5.1211 -1.0118 -2.1995 -0.19 -0.03 0.03
H 1.0794 -1.9653 -1.1059 0.35 0.19 -0.01
H 0.7642 -2.9167 0.3953 -0.49 0.06 0.24
H -2.3381 -3.9518 3.1686 -0.14 -0.02 0.02
H -0.6324 0.0051 3.2538 -0.21 -0.27 -0.08
H 1.3372 2.9959 2.3928 0.12 0.20 -0.13
H 2.6472 3.2478 1.2141 -0.32 -0.10 -0.02
H 1.2392 4.3238 1.1775 0.13 -0.34 0.26
H 0.8524 3.7168 -1.1641 0.05 -0.24 0.22
```
Forces are in eV/Å.

The value obtained for the LUMO energy is -4.240 eV. The energy relative to the best compared isomer or geometry (same formula, charge and spin) comes out at 0.0 kcal per mole. The calculated total energy is -1317.1876 hartree. As for the structure (SMILES): COc1ccc2c(c1)[C@@H]([C@H](c1cccc(F)c1)c1cc(F)cc(F)c1)C(C)=[NH+]2. Its net charge is +1. Its spin multiplicity is 1.


Q: calculated total energy of number 2 (C23H18NO3PdS)?
A: -1693.9197 hartree


Q: spin multiplicity of number 2 (C23H18NO3PdS)?
A: 1


Q: Number 3 is which compound?
A: C23H19F3NO